(A)
Entry from OMol25: one molecule with the formula C22H28ClNO4S (ωB97M-V with the def2-TZVPD basis set).

Output
E_HOMO = -8.5 eV
LUMO level = 0.69 eV
structure (SMILES) = CCCCOc1ccc([C@@H](C)NC(=O)CCS(=O)(=O)Cc2ccccc2Cl)cc1
gap between HOMO and LUMO = 9.2 eV
spin multiplicity = 1
total charge = 0

Each atom is followed by the atoms it is bonded to, with distances in Å.
Element x y z (Å)
1 C -4.5940 -0.5598 -1.9361  C2 1.523, H30 1.088, H31 1.085, H32 1.088
2 C -5.1382 -0.3161 -0.5345  C1 1.523, C3 1.530, H33 1.093, H34 1.092
3 C -4.8887 -1.4889 0.4159  C2 1.530, C4 1.527, H35 1.092, H36 1.091
4 C -3.4563 -1.5683 0.9386  C3 1.527, O5 1.413, H37 1.100, H38 1.099
5 O -2.5990 -1.9876 -0.1031  C4 1.413, C6 1.355
6 C -1.2666 -2.0563 0.1309  O5 1.355, C7 1.398, C29 1.392
7 C -0.4645 -2.3244 -0.9824  C6 1.398, C8 1.377, H39 1.078
8 C 0.9049 -2.3985 -0.8606  C7 1.377, C9 1.393, H40 1.079
9 C 1.5209 -2.2143 0.3749  C8 1.393, C10 1.512, C28 1.386
10 C 3.0275 -2.2235 0.4973  C9 1.512, C11 1.527, N12 1.457, H41 1.095
11 C 3.6296 -3.5650 0.0847  C10 1.527, H42 1.087, H43 1.087, H44 1.087
12 N 3.5989 -1.1607 -0.3195  C10 1.457, C13 1.342, H45 1.011
13 C 3.9643 0.0254 0.1914  N12 1.342, O14 1.219, C15 1.528
14 O 3.9558 0.2867 1.3816  C13 1.219
15 C 4.4115 1.0512 -0.8485  C13 1.528, C16 1.517, H46 1.089, H47 1.092
16 C 3.3910 2.1710 -0.9307  C15 1.517, S17 1.833, H48 1.087, H49 1.086
17 S 1.7598 1.5006 -1.4318  C16 1.833, O18 1.436, O19 1.443, C20 1.842
18 O 1.0498 2.5519 -2.1055  S17 1.436
19 O 1.9830 0.2825 -2.1725  S17 1.443
20 C 0.8939 1.0904 0.1415  S17 1.842, C21 1.479, H50 1.087, H51 1.085
21 C 0.1456 2.2872 0.5836  C20 1.479, C22 1.390, C26 1.395
22 C 0.6691 3.1584 1.5323  C21 1.390, C23 1.383, H52 1.081
23 C -0.0086 4.3090 1.8930  C22 1.383, C24 1.385, H53 1.079
24 C -1.2243 4.6087 1.3015  C23 1.385, C25 1.384, H54 1.079
25 C -1.7658 3.7551 0.3566  C24 1.384, C26 1.385, H55 1.078
26 C -1.0816 2.6042 0.0016  C21 1.395, C25 1.385, Cl27 1.720
27 Cl -1.7535 1.5465 -1.1768  C26 1.720
28 C 0.7218 -1.9649 1.4793  C9 1.386, C29 1.386, H56 1.080
29 C -0.6572 -1.8825 1.3699  C6 1.392, C28 1.386, H57 1.078
30 H -5.0710 -1.4296 -2.3828  C1 1.088
31 H -3.5237 -0.7339 -1.9031  C1 1.085
32 H -4.7856 0.3030 -2.5699  C1 1.088
33 H -6.2158 -0.1449 -0.5966  C2 1.093
34 H -4.6817 0.5854 -0.1202  C2 1.092
35 H -5.5441 -1.3945 1.2845  C3 1.092
36 H -5.1255 -2.4260 -0.0901  C3 1.091
37 H -3.4125 -2.2904 1.7675  C4 1.100
38 H -3.1379 -0.5847 1.3119  C4 1.099
39 H -0.9449 -2.4586 -1.9384  C7 1.078
40 H 1.4965 -2.5851 -1.7432  C8 1.079
41 H 3.3098 -1.9939 1.5303  C10 1.095
42 H 3.3917 -3.7886 -0.9520  C11 1.087
43 H 3.2250 -4.3559 0.7104  C11 1.087
44 H 4.7105 -3.5428 0.1991  C11 1.087
45 H 3.3971 -1.2055 -1.3087  N12 1.011
46 H 4.5197 0.5845 -1.8267  C15 1.089
47 H 5.3743 1.4588 -0.5320  C15 1.092
48 H 3.6498 2.9124 -1.6822  C16 1.087
49 H 3.2374 2.6573 0.0285  C16 1.086
50 H 0.2461 0.2528 -0.1036  C20 1.087
51 H 1.6573 0.7841 0.8484  C20 1.085
52 H 1.6131 2.9170 1.9996  C22 1.081
53 H 0.4132 4.9720 2.6327  C23 1.079
54 H -1.7544 5.5081 1.5748  C24 1.079
55 H -2.7119 3.9780 -0.1107  C25 1.078
56 H 1.1799 -1.8186 2.4468  C28 1.080
57 H -1.2413 -1.6781 2.2531  C29 1.078


(B)
Entry from OMol25: one molecule with the formula C22H28ClNO4S (ωB97M-V with the def2-TZVPD basis set).

Output
E_HOMO = -8.5 eV
LUMO level = 0.67 eV
structure (SMILES) = CCCCOc1ccc([C@@H](C)NC(=O)CCS(=O)(=O)Cc2ccccc2Cl)cc1
gap between HOMO and LUMO = 9.2 eV
spin multiplicity = 1
total charge = 0

Each atom is followed by the atoms it is bonded to, with distances in Å.
Element x y z (Å)
1 C -6.6760 -3.5317 -1.2314  C2 1.524, H30 1.088, H31 1.088, H32 1.087
2 C -6.6526 -2.6894 0.0380  C1 1.524, C3 1.526, H33 1.093, H34 1.092
3 C -6.0435 -1.3127 -0.2124  C2 1.526, C4 1.530, H35 1.092, H36 1.092
4 C -6.0177 -0.4698 1.0642  C3 1.530, O5 1.413, H37 1.097, H38 1.094
5 O -5.4779 0.8196 0.8595  C4 1.413, C6 1.359
6 C -4.1327 0.9832 0.7518  O5 1.359, C7 1.391, C29 1.396
7 C -3.1756 -0.0160 0.8994  C6 1.391, C8 1.384, H39 1.078
8 C -1.8306 0.2900 0.7884  C7 1.384, C9 1.388, H40 1.081
9 C -1.4047 1.5840 0.5251  C8 1.388, C10 1.509, C28 1.390
10 C 0.0671 1.9009 0.4271  C9 1.509, C11 1.534, N12 1.454, H41 1.096
11 C 0.7427 1.7277 1.7929  C10 1.534, H42 1.087, H43 1.087, H44 1.087
12 N 0.6652 1.0558 -0.5937  C10 1.454, C13 1.341, H45 1.011
13 C 1.7118 1.4210 -1.3486  N12 1.341, O14 1.218, C15 1.530
14 O 2.3325 2.4577 -1.1992  C13 1.218
15 C 2.0517 0.4199 -2.4542  C13 1.530, C16 1.515, H46 1.093, H47 1.090
16 C 3.2998 -0.3738 -2.1255  C15 1.515, S17 1.829, H48 1.086, H49 1.087
17 S 3.0618 -1.3627 -0.6054  C16 1.829, O18 1.446, O19 1.435, C20 1.839
18 O 1.6479 -1.6002 -0.4182  S17 1.446
19 O 3.9063 -2.5181 -0.7052  S17 1.435
20 C 3.6280 -0.3016 0.7854  S17 1.839, C21 1.481, H50 1.083, H51 1.088
21 C 5.0504 0.0614 0.5896  C20 1.481, C22 1.394, C26 1.395
22 C 5.3897 1.2741 -0.0076  C21 1.394, C23 1.383, H52 1.082
23 C 6.7116 1.6036 -0.2461  C22 1.383, C24 1.385, H53 1.079
24 C 7.7190 0.7217 0.1093  C23 1.385, C25 1.383, H54 1.079
25 C 7.4048 -0.4825 0.7131  C24 1.383, C26 1.386, H55 1.078
26 C 6.0786 -0.8084 0.9527  C21 1.395, C25 1.386, Cl27 1.723
27 Cl 5.7079 -2.3074 1.7177  C26 1.723
28 C -2.3640 2.5784 0.3765  C9 1.390, C29 1.378, H56 1.080
29 C -3.7063 2.2866 0.4885  C6 1.396, C28 1.378, H57 1.078
30 H -5.6671 -3.6800 -1.6097  C1 1.088
31 H -7.2622 -3.0401 -2.0043  C1 1.088
32 H -7.1156 -4.5064 -1.0346  C1 1.087
33 H -6.0735 -3.2073 0.8062  C2 1.093
34 H -7.6704 -2.5706 0.4159  C2 1.092
35 H -5.0281 -1.4244 -0.5983  C3 1.092
36 H -6.6255 -0.7808 -0.9678  C3 1.092
37 H -5.4807 -0.9942 1.8647  C4 1.097
38 H -7.0409 -0.2863 1.4052  C4 1.094
39 H -3.4578 -1.0359 1.1067  C7 1.078
40 H -1.1084 -0.5050 0.9106  C8 1.081
41 H 0.2090 2.9353 0.0948  C10 1.096
42 H 0.1843 2.2809 2.5439  C11 1.087
43 H 1.7581 2.1159 1.7649  C11 1.087
44 H 0.7623 0.6782 2.0765  C11 1.087
45 H 0.3666 0.0900 -0.6234  N12 1.011
46 H 2.2213 0.9909 -3.3702  C15 1.093
47 H 1.2171 -0.2640 -2.6077  C15 1.090
48 H 4.1610 0.2625 -1.9419  C16 1.086
49 H 3.5392 -1.0981 -2.9003  C16 1.087
50 H 2.9752 0.5627 0.7683  C20 1.083
51 H 3.4600 -0.8972 1.6799  C20 1.088
52 H 4.6046 1.9671 -0.2776  C22 1.082
53 H 6.9532 2.5483 -0.7080  C23 1.079
54 H 8.7520 0.9722 -0.0771  C24 1.079
55 H 8.1809 -1.1727 1.0031  C25 1.078
56 H -2.0551 3.5929 0.1717  C28 1.080
57 H -4.4546 3.0551 0.3769  C29 1.078


Least stable = (B)


(A)
Entry from OMol25: one molecule with the formula CH5N3 (ωB97M-V with the def2-TZVPD basis set).

Output
E_HOMO = -9.0 eV
LUMO level = 0.68 eV
structure (SMILES) = N=C(N)N
gap between HOMO and LUMO = 9.7 eV
spin multiplicity = 1
total charge = 0

Each atom is followed by the atoms it is bonded to, with distances in Å.
Element x y z (Å)
1 N 1.3135 0.4143 -0.7079  C2 1.239, H5 1.171
2 C 0.2427 0.1108 -0.1642  N1 1.239, N3 1.281, N4 1.421
3 N -0.7258 -0.6751 -0.4565  C2 1.281, H6 1.021, H7 1.128
4 N -0.0974 0.7977 1.0326  C2 1.421, H8 1.046, H9 1.233
5 H 1.5778 -0.5096 -1.3769  N1 1.171
6 H -0.8936 -0.8509 -1.4481  N3 1.021
7 H -1.7229 -0.3959 -0.0088  N3 1.128
8 H -0.7543 0.2941 1.6717  N4 1.046
9 H 1.0600 0.8146 1.4581  N4 1.233


(B)
Entry from OMol25: one molecule with the formula CH5N3 (ωB97M-V with the def2-TZVPD basis set).

Output
E_HOMO = -9.1 eV
LUMO level = 0.85 eV
structure (SMILES) = N=C(N)N
gap between HOMO and LUMO = 10.0 eV
spin multiplicity = 1
total charge = 0

Each atom is followed by the atoms it is bonded to, with distances in Å.
Element x y z (Å)
1 N 1.1589 0.7547 -0.1884  C2 1.267, H5 1.016
2 C 0.1054 0.0774 0.0057  N1 1.267, N3 1.385, N4 1.418
3 N 0.0837 -0.9413 0.9435  C2 1.385, H6 1.003, H7 1.005
4 N -1.1209 0.3118 -0.6668  C2 1.418, H8 1.010, H9 1.006
5 H 0.9781 1.6013 -0.7196  N1 1.016
6 H -0.6359 -1.6135 0.7550  N3 1.003
7 H 1.0111 -1.1835 1.2448  N3 1.005
8 H -1.7047 -0.5101 -0.7198  N4 1.010
9 H -0.8687 0.5896 -1.5998  N4 1.006


Least stable = (A)


(A)
Entry from OMol25: one molecule with the formula CH5N3 (ωB97M-V with the def2-TZVPD basis set).

Output
E_HOMO = -8.5 eV
LUMO level = 0.89 eV
structure (SMILES) = N=C(N)N
gap between HOMO and LUMO = 9.4 eV
spin multiplicity = 1
total charge = 0

Each atom is followed by the atoms it is bonded to, with distances in Å.
Element x y z (Å)
1 N 1.2925 -0.6298 0.4286  C2 1.294, H5 1.010
2 C 0.1081 -0.2225 0.1053  N1 1.294, N3 1.415, N4 1.456
3 N -0.4517 -0.5832 -1.1432  C2 1.415, H6 1.022, H7 1.069
4 N -0.4720 0.9408 0.7621  C2 1.456, H8 1.085, H9 1.013
5 H 1.6224 -0.7780 1.3717  N1 1.010
6 H -1.4475 -0.3513 -1.1465  N3 1.022
7 H -0.0754 -1.4104 -1.7052  N3 1.069
8 H -0.8379 1.6490 0.0260  N4 1.085
9 H 0.2616 1.3854 1.3012  N4 1.013


(B)
Entry from OMol25: one molecule with the formula CH5N3 (ωB97M-V with the def2-TZVPD basis set).

Output
E_HOMO = -8.8 eV
LUMO level = 0.71 eV
structure (SMILES) = [H]/N=C\NN
gap between HOMO and LUMO = 9.5 eV
spin multiplicity = 1
total charge = 0

Each atom is followed by the atoms it is bonded to, with distances in Å.
Element x y z (Å)
1 H -0.7929 -1.3253 -0.0079  N2 1.072
2 N -1.5268 -0.5488 -0.0918  H1 1.072, C3 1.403
3 C -0.6436 0.5191 0.1245  N2 1.403, N4 1.245, H6 1.104
4 N 0.5371 0.6291 -0.2541  C3 1.245, N5 1.381, H7 0.966
5 N 1.3148 -0.4498 0.1199  N4 1.381, H8 1.051, H9 1.145
6 H -1.0373 1.4690 0.5278  C3 1.104
7 H 0.8351 1.4966 0.0497  N4 0.966
8 H 0.9995 -0.9756 0.9741  N5 1.051
9 H 1.5818 -1.1934 -0.7089  N5 1.145


Least stable = (B)


(A)
Entry from OMol25: one molecule with the formula CH5N3 (ωB97M-V with the def2-TZVPD basis set).

Output
E_HOMO = -8.5 eV
LUMO level = 0.71 eV
structure (SMILES) = N=C(N)N
gap between HOMO and LUMO = 9.2 eV
spin multiplicity = 1
total charge = 0

Each atom is followed by the atoms it is bonded to, with distances in Å.
Element x y z (Å)
1 N -0.4344 -1.2034 0.9257  C2 1.341, H5 1.043
2 C -0.0952 -0.2383 0.0580  N1 1.341, N3 1.342, N4 1.346
3 N 0.0193 1.0390 0.4533  C2 1.342, H6 1.004, H7 1.130
4 N -0.0634 -0.5161 -1.2583  C2 1.346, H8 1.029, H9 1.160
5 H -0.3432 -0.7100 1.8400  N1 1.043
6 H -0.3247 1.2042 1.3824  N3 1.004
7 H 0.5992 1.8661 -0.0540  N3 1.130
8 H 0.2230 0.1258 -2.0097  N4 1.029
9 H 0.4193 -1.5674 -1.3374  N4 1.160


(B)
Entry from OMol25: one molecule with the formula CH5N3 (ωB97M-V with the def2-TZVPD basis set).

Output
E_HOMO = -9.3 eV
LUMO level = 1.00 eV
structure (SMILES) = [H]/N=C\NN
gap between HOMO and LUMO = 10.3 eV
spin multiplicity = 1
total charge = 0

Each atom is followed by the atoms it is bonded to, with distances in Å.
Element x y z (Å)
1 H 0.2842 1.2363 -1.0192  N2 1.093
2 N -0.3467 1.5706 -0.1915  H1 1.093, C3 1.295
3 C -0.5352 0.5253 0.5488  N2 1.295, N4 1.347, H6 1.124
4 N -0.1345 -0.7484 0.3732  C3 1.347, N5 1.422, H7 0.944
5 N 0.8569 -1.0984 -0.5848  N4 1.422, H8 0.984, H9 0.994
6 H -1.3087 0.5495 1.3640  C3 1.124
7 H -0.4311 -1.3958 0.9931  N4 0.944
8 H 0.3752 -1.0518 -1.4412  N5 0.984
9 H 1.6622 -0.5576 -0.3679  N5 0.994


Least stable = (B)